# 1
The following is a DFT calculation (the ωB97M-V functional and the def2-TZVPD basis) of the ion C4H12NO2 with charge +1 in a non-equilibrium geometry.

Calculated values
Structure (SMILES) = [NH3+][C@@H](CO)CCO
Net charge = +1
HOMO = -0.5448 Eh

XYZ file:
```
19
C4H12NO2 the ωB97M-V functional and the def2-TZVPD basis
N -1.219 0.383 0.936
C 0.239 -0.443 0.577
C -0.165 -1.991 0.444
O -1.386 -2.125 -0.283
C 0.793 0.199 -0.678
C 1.176 1.678 -0.675
O 0.060 2.449 -0.247
H -1.632 0.200 0.030
H -1.822 -0.007 1.754
H -0.820 1.359 1.048
H 0.823 -0.267 1.587
H 0.633 -2.683 0.148
H -0.294 -2.316 1.551
H -1.254 -2.514 -1.154
H 0.323 -0.172 -1.574
H 1.610 -0.440 -0.873
H 1.459 1.897 -1.646
H 1.939 1.861 -0.067
H -0.463 2.933 -0.877
```


# 2
The following is a DFT calculation (the ωB97M-V functional and the def2-TZVPD basis) of a cluster of 2 separate species, C30H63BN3O3 in total in a non-equilibrium geometry.

Calculated values
Net charge = +1
HOMO = -0.4246 Eh

XYZ file:
```
100
C30H63BN3O3 the ωB97M-V functional and the def2-TZVPD basis
C 2.218 -6.050 2.140
C 3.214 -5.060 3.029
C 2.536 -3.568 3.061
C 3.553 -2.329 2.733
C 4.206 -2.330 1.233
C 3.434 -3.258 0.127
C 3.582 -2.516 -1.364
C 5.136 -2.335 -1.851
C 5.808 -0.886 -1.415
C 4.886 0.421 -1.815
C 4.600 1.390 -0.484
C 3.063 1.283 0.085
C 2.046 2.458 -0.452
C 0.559 1.901 -0.898
B -0.414 1.469 0.393
O -0.198 0.132 1.031
C -1.626 2.443 0.961
C -1.053 3.462 2.116
C -0.057 3.010 -1.973
N -1.300 2.221 -2.411
C -1.010 0.728 -2.211
N -1.892 -0.337 -2.398
C -1.331 -1.722 -2.157
C -2.452 -2.919 -2.085
C -3.108 -3.331 -3.532
C -4.451 -2.482 -3.947
C -5.570 -2.345 -2.737
C -5.553 -0.848 -2.014
C -6.975 -0.584 -1.219
C -7.116 1.000 -0.799
O -8.092 1.227 0.284
C -7.852 2.590 0.836
N 0.460 0.672 -1.783
H 2.833 -6.635 1.329
H 1.626 -6.784 2.871
H 1.379 -5.457 1.555
H 4.320 -5.034 2.639
H 3.181 -5.506 4.132
H 1.590 -3.443 2.361
H 2.119 -3.419 4.170
H 2.955 -1.329 2.985
H 4.443 -2.379 3.524
H 4.204 -1.191 0.867
H 5.353 -2.608 1.343
H 2.282 -3.383 0.292
H 4.031 -4.265 0.041
H 3.080 -3.278 -2.133
H 2.931 -1.542 -1.407
H 5.113 -2.321 -3.044
H 5.833 -3.267 -1.583
H 6.036 -0.840 -0.269
H 6.857 -0.795 -1.974
H 5.548 1.093 -2.546
H 3.902 0.161 -2.394
H 4.839 2.527 -0.724
H 5.316 1.103 0.415
H 3.040 1.329 1.269
H 2.592 0.245 -0.204
H 2.509 3.131 -1.320
H 1.852 3.179 0.477
H -1.115 -0.232 1.240
H -2.033 3.044 0.025
H -2.516 1.776 1.385
H -0.470 4.400 1.684
H -0.352 2.889 2.865
H -1.985 3.838 2.728
H -0.393 4.035 -1.520
H 0.773 3.154 -2.785
H -1.543 2.380 -3.419
H -2.875 -0.124 -2.726
H -0.455 -1.997 -2.914
H -0.807 -1.695 -1.087
H -3.226 -2.632 -1.252
H -1.875 -3.887 -1.693
H -3.415 -4.462 -3.465
H -2.315 -3.228 -4.414
H -4.216 -1.425 -4.440
H -4.988 -3.108 -4.808
H -6.667 -2.629 -3.089
H -5.277 -3.163 -1.921
H -5.377 0.012 -2.810
H -4.680 -0.846 -1.214
H -7.887 -0.924 -1.907
H -6.998 -1.293 -0.259
H -6.048 1.335 -0.391
H -7.412 1.688 -1.699
H -7.148 2.522 1.789
H -8.852 3.123 1.149
H -7.278 3.243 0.044
H 0.937 0.731 -2.731
C 2.865 5.470 4.728
C 1.406 5.566 4.370
O 0.720 4.558 4.212
C 0.820 6.944 4.211
H 3.150 4.416 4.809
H 3.471 5.937 3.947
H 3.044 5.956 5.691
H 1.335 7.476 3.408
H 0.908 7.495 5.151
H -0.241 6.859 3.952
```


Per-record ΔE to the lowest compared entry with this formula, charge and spin, kcal/mol: 60.9, 247.3
Per-record total energy, eV: -9919.591, -43402.897